Run w
A molecular structure, H10O5. Source: OMol25; level of theory: ωB97M-V with the def2-TZVPD basis set.

Gap between HOMO and LUMO   8.6428 eV

Last column: Löwdin charge in e.
Cartesian coordinates (Å):
O (-0.433, -1.900, 1.357)  -0.101
H (0.318, -1.888, 1.950)  0.016
H (-0.076, -1.631, 0.511)  -0.190
O (0.728, -1.007, -0.154)  -0.051
H (1.374, -0.365, 0.142)  -0.144
H (0.124, -0.506, -0.702)  -0.105
O (-0.860, 0.024, -1.323)  0.061
H (-1.650, -0.416, -1.008)  0.139
H (-0.843, -0.157, -2.263)  0.141
O (1.382, 0.609, 0.757)  0.096
H (2.319, 0.799, 0.816)  0.116
H (0.965, 1.470, 0.725)  0.095
O (-0.964, 2.015, -0.244)  -0.058
H (-1.833, 1.726, 0.034)  0.046
H (-0.551, 1.227, -0.598)  -0.059

---

Run x
5 unconnected molecules or ions with the total composition H10O5. Source: OMol25; level of theory: ωB97M-V with the def2-TZVPD basis set.

Gap between HOMO and LUMO   10.7968 eV

Last column: Löwdin charge in e.
Cartesian coordinates (Å):
O (-1.655, -2.296, 1.135)  -0.073
H (-2.602, -2.229, 1.086)  0.015
H (-1.354, -1.910, 0.276)  -0.007
O (0.741, -0.089, 0.151)  -0.044
H (0.719, -0.923, -0.352)  0.026
H (1.175, 0.576, -0.357)  0.016
O (-0.486, -1.996, -1.327)  -0.059
H (-1.010, -1.366, -1.830)  0.075
H (-0.611, -2.885, -1.726)  0.099
O (0.373, 0.763, 2.842)  -0.044
H (0.782, 0.644, 2.004)  -0.036
H (0.233, 1.707, 2.840)  0.019
O (1.310, 3.027, -1.686)  -0.043
H (1.218, 3.259, -0.754)  0.042
H (1.160, 3.718, -2.301)  0.015

---

Run y
5 unconnected molecules or ions with the total composition H10O5. Source: OMol25; level of theory: ωB97M-V with the def2-TZVPD basis set.

Gap between HOMO and LUMO   10.9787 eV

Last column: Löwdin charge in e.
Cartesian coordinates (Å):
O (-2.587, 0.371, 1.146)  -0.057
H (-1.757, 0.658, 0.765)  -0.006
H (-2.419, -0.524, 1.440)  0.021
O (0.160, 0.031, 0.055)  -0.056
H (0.618, -0.621, -0.475)  0.022
H (0.378, -0.198, 0.958)  -0.017
O (0.951, -0.543, 2.577)  -0.024
H (0.726, -1.235, 3.199)  0.061
H (0.895, 0.266, 3.087)  0.066
O (-0.038, 2.630, -1.332)  -0.060
H (0.097, 1.728, -1.041)  -0.023
H (0.492, 2.709, -2.125)  0.025
O (0.959, -1.430, -2.583)  -0.037
H (0.174, -1.540, -3.119)  0.045
H (1.352, -2.303, -2.552)  0.040

---

Most favorable structure: run y. The second most favorable one is 50.1 kJ/mol above it.

---

Run w
5 unconnected molecules or ions with the total composition H10O5. Source: OMol25; level of theory: ωB97M-V with the def2-TZVPD basis set.

Gap between HOMO and LUMO   10.5893 eV

Last column: Löwdin charge in e.
Cartesian coordinates (Å):
O (11.077, -10.108, -20.387)  -0.044
H (12.019, -10.235, -20.562)  0.062
H (10.870, -10.744, -19.692)  0.058
O (10.024, -7.092, -20.101)  -0.040
H (10.625, -7.771, -20.428)  0.014
H (9.637, -7.470, -19.304)  0.061
O (11.970, -4.166, -19.349)  -0.057
H (12.850, -4.472, -19.590)  0.032
H (11.367, -4.785, -19.779)  0.000
O (9.288, -4.692, -21.620)  -0.066
H (9.563, -5.371, -20.989)  -0.023
H (9.170, -5.170, -22.448)  0.033
O (10.238, -8.648, -22.993)  -0.055
H (9.438, -9.181, -23.036)  0.043
H (10.680, -8.947, -22.190)  -0.018

---

Run x
5 unconnected molecules or ions with the total composition H10O5. Source: OMol25; level of theory: ωB97M-V with the def2-TZVPD basis set.

Gap between HOMO and LUMO   11.0443 eV

Last column: Löwdin charge in e.
Cartesian coordinates (Å):
O (24.768, -7.926, 2.704)  -0.050
H (25.185, -8.090, 1.849)  0.058
H (24.259, -7.111, 2.582)  0.055
O (21.514, -10.714, 1.088)  -0.061
H (21.441, -9.987, 1.724)  -0.011
H (21.889, -10.312, 0.298)  0.031
O (19.267, -9.669, 3.519)  -0.063
H (20.199, -9.798, 3.303)  -0.015
H (18.977, -10.510, 3.889)  0.035
O (22.676, -6.976, 5.456)  -0.040
H (23.431, -7.082, 6.048)  0.063
H (22.060, -6.408, 5.934)  0.062
O (22.072, -8.671, 3.319)  -0.084
H (22.977, -8.566, 2.970)  0.005
H (22.068, -8.159, 4.151)  0.013

---

Run y
5 unconnected molecules or ions with the total composition H10O5. Source: OMol25; level of theory: ωB97M-V with the def2-TZVPD basis set.

Gap between HOMO and LUMO   10.9854 eV

Last column: Löwdin charge in e.
Cartesian coordinates (Å):
O (4.363, 8.817, 3.099)  -0.066
H (4.583, 8.081, 3.671)  -0.049
H (3.651, 8.489, 2.549)  0.026
O (10.246, 7.002, 3.737)  -0.044
H (10.385, 6.056, 3.787)  0.036
H (10.954, 7.319, 3.176)  0.039
O (6.972, 2.939, 2.755)  -0.069
H (6.654, 3.134, 1.873)  0.025
H (7.153, 3.796, 3.139)  -0.027
O (5.021, 6.823, 4.702)  -0.020
H (4.342, 6.148, 4.722)  0.088
H (5.146, 7.065, 5.620)  0.089
O (7.305, 5.725, 3.517)  -0.042
H (6.555, 6.218, 3.848)  -0.004
H (8.062, 6.124, 3.945)  0.020

---

Most favorable structure: run x. The second most favorable one is 6.4 kJ/mol above it.

---

Run w
A gas-phase ion, C6H8IN2 (charge +1). Source: OMol25; level of theory: ωB97M-V with the def2-TZVPD basis set.

Charge   +1
Gap between HOMO and LUMO (alpha / beta)   7.5428 / 7.4396 eV

Last column: Löwdin charge in e.
Cartesian coordinates (Å):
C (0.628, 1.384, 0.575)  -0.122
C (-0.673, 1.581, 0.496)  0.166
C (-0.436, -1.604, 0.662)  -0.098
C (1.255, 0.160, 0.168)  -0.290
C (-2.013, -0.213, -0.555)  -0.549
C (2.457, 0.225, -0.658)  -0.016
N (0.650, -0.995, 0.315)  0.181
N (-1.639, -1.395, 0.132)  -0.042
I (-4.057, 0.217, -0.053)  0.876
H (1.175, 2.218, 1.004)  0.128
H (-1.371, 2.445, 0.656)  0.089
H (-0.169, -2.558, 1.177)  0.179
H (-1.736, 0.004, -1.557)  0.039
H (2.816, -0.827, -0.789)  0.102
H (3.404, 0.726, -0.207)  0.141
H (2.125, 0.606, -1.674)  0.132
H (-2.416, -1.974, 0.308)  0.085

---

Run x
A gas-phase ion, C6H8IN2 (charge +1). Source: OMol25; level of theory: ωB97M-V with the def2-TZVPD basis set.

Charge   +1
Gap between HOMO and LUMO   7.3740 eV

Last column: Löwdin charge in e.
Cartesian coordinates (Å):
C (-0.031, -2.212, -1.372)  -0.038
C (-0.053, -1.069, -0.533)  -0.140
C (-0.507, 0.923, 1.706)  -0.025
C (0.500, 1.713, 0.921)  -0.032
C (-0.682, 1.031, 0.130)  -0.276
C (-0.426, -2.801, -3.724)  -0.497
N (-0.080, -2.224, -2.659)  0.069
N (-0.545, 0.093, -0.823)  0.123
I (-2.346, -3.623, -4.110)  0.939
H (0.210, -3.151, -0.700)  0.193
H (0.333, -1.333, 0.577)  0.164
H (-0.216, 0.011, 2.075)  0.057
H (-1.395, 1.458, 2.152)  0.138
H (0.652, 2.771, 0.928)  0.110
H (1.450, 1.403, 0.878)  0.065
H (-1.326, 1.746, -0.325)  0.131
H (0.224, -2.782, -4.468)  0.020

---

Most favorable structure: run x. The second most favorable one is 26.7 kJ/mol above it.

---

Run w
A molecular structure, C5H14N. Source: OMol25; level of theory: ωB97M-V with the def2-TZVPD basis set.

2S+1   2
Gap between HOMO and LUMO (alpha / beta)   8.0890 / 7.3982 eV

Last column: Löwdin charge in e.
Cartesian coordinates (Å):
C (-5.053, 0.612, 0.049)  -0.390
C (-4.058, 1.145, 0.935)  -0.250
C (-2.768, 0.732, 0.361)  -0.272
C (-2.630, -0.645, -0.081)  -0.287
C (-2.480, -1.104, -1.499)  -0.125
N (-5.146, -0.778, 0.288)  -0.050
H (-6.076, 1.284, 0.239)  0.160
H (-4.852, 0.586, -1.248)  0.178
H (-4.227, 0.943, 1.910)  0.095
H (-4.176, 2.162, 0.538)  0.120
H (-2.004, 0.694, 1.196)  0.131
H (-2.330, 1.363, -0.364)  0.103
H (-3.872, -1.067, 0.459)  0.125
H (-1.839, -1.099, 0.557)  0.115
H (-1.725, -1.863, -1.545)  0.028
H (-3.417, -1.579, -2.078)  0.116
H (-1.832, -0.198, -2.131)  0.146
H (32.737, -0.222, 1.155)  0.000
H (31.669, 0.252, 0.491)  0.000
H (-5.919, -1.221, 0.768)  0.057

---

Run x
A single C5H14N molecule. Source: OMol25; level of theory: ωB97M-V with the def2-TZVPD basis set.

2S+1   2
Gap between HOMO and LUMO (alpha / beta)   4.6435 / 12.4112 eV

Last column: Löwdin charge in e.
Cartesian coordinates (Å):
C (0.469, 1.666, 0.099)  -0.240
C (-0.398, 0.551, 0.658)  -0.217
C (-0.242, -0.847, 0.089)  -0.473
C (1.179, -1.397, 0.054)  -0.075
C (-1.224, -1.790, 0.769)  -0.082
N (0.165, 1.928, -1.374)  0.012
H (1.526, 1.449, 0.131)  0.082
H (0.227, 2.589, 0.614)  0.092
H (-1.441, 0.870, 0.560)  0.108
H (-0.250, 0.544, 1.751)  0.127
H (-0.580, -0.787, -0.946)  0.094
H (1.910, -0.598, -0.089)  0.053
H (1.267, -2.085, -0.777)  0.075
H (1.490, -1.894, 0.978)  0.084
H (-2.245, -1.592, 0.453)  0.076
H (-0.974, -2.816, 0.491)  0.080
H (-1.209, -1.702, 1.852)  0.078
H (0.348, 2.924, -1.660)  0.038
H (0.782, 1.337, -1.998)  0.039
H (-0.799, 1.650, -1.656)  0.047

---

Most favorable structure: run x. The second most favorable one is 641.5 kJ/mol above it.